Entry 1:
Below is a structure of composition C39H30BrCl2MoN2O4P2S3, with properties calculated with ωB97M-V with the def2-TZVPD basis set.

For the energy above the lowest of the compared OMol25 structures with the same formula, charge and spin, the calculation gives 11.33 kJ/mol. Its frontier orbital gap (alpha / beta) is 7.277 / 6.999 eV. The max |F| is 1.211 eV Å⁻¹. As for the net charge: -1. The spin multiplicity is 3. The expectation value of S² is 2.025. The value obtained for the highest occupied orbital energy (alpha / beta) is -4.98 / -5.03 eV. The total energy is -7354.77498 hartree.

Structure (XYZ):
```
84
C39H30BrCl2MoN2O4P2S3 | the OMol25 dataset | ωB97M-V with the def2-TZVPD basis set
C -0.23790 -0.33760 -4.65807
H -3.94139 -0.29109 3.71345
C -4.42352 2.50920 -3.48117
C 0.66798 -3.58505 2.48937
C -3.04198 0.39667 1.89506
C -0.37517 0.81620 3.47686
H 4.38900 -4.57935 2.30423
O -0.64408 1.30526 -3.01889
H -4.93307 -0.83366 -3.72588
S 1.43342 -2.44677 -0.96702
H 3.71996 -2.25149 1.87366
O -1.88624 -3.38483 -1.16917
C -4.95904 1.30734 -3.93182
C -3.93040 0.49148 2.96393
H -5.69211 1.30495 -4.73061
C -3.06603 1.31141 -1.88697
H -0.98336 0.96119 6.80989
C 0.95781 3.53934 1.12778
C -4.79115 1.56965 3.06474
H 2.67836 -6.29058 2.82637
Cl -3.01302 -3.35524 2.44041
C 0.18804 2.66386 0.39843
H 0.79600 4.60554 1.21131
H 0.28472 -5.64772 2.93140
Br 1.23722 -3.65711 -6.62307
C 0.60196 -1.06498 4.60217
H -0.37767 -3.30745 2.52492
H 2.77930 3.14264 2.38654
C -3.47445 2.50981 -2.46774
C -4.76879 2.55780 2.08186
C -4.53716 0.10974 -3.36781
H -3.91115 3.21906 0.24709
H -1.41974 2.21518 4.71329
C 0.12578 -0.58776 5.81656
O -0.63344 -0.84198 -2.37312
C 2.96741 -2.98714 2.13226
S 2.11534 0.18856 -1.66689
O -1.47873 -1.74316 0.34804
C -0.53350 0.10622 -3.25678
H 0.60624 -1.28108 -8.23389
H -0.76847 1.53333 -5.53998
C -3.00189 1.37619 0.91012
C 0.34897 -0.37458 3.41179
H -2.38848 -0.46055 1.82489
C 2.00032 2.77833 1.73137
C 0.24428 -1.61446 -4.89407
C 1.82239 1.47679 1.33950
C -3.58884 0.11016 -2.35218
N 0.70185 1.38651 0.52972
Mo 0.05354 -0.42077 -0.39433
C 2.51634 0.19667 1.70046
C 2.49463 -1.47737 -1.92203
H -0.56379 1.38943 2.57955
P 1.08056 -0.93506 1.81047
H 3.05180 0.26325 2.64606
H -5.48052 1.64502 3.89876
H -3.23856 -0.82920 -1.94726
H 0.33037 -1.13966 6.72658
H -4.73310 3.44626 -3.92956
Cl -4.73850 -2.27583 0.33696
C 1.04250 -4.90272 2.71631
C -0.85165 1.29252 4.69257
C -1.00899 2.90102 -0.47071
H -3.03759 3.44887 -2.14442
C -3.30104 -3.27186 0.67596
C 0.36276 -1.02102 -7.21052
N -0.11260 0.20753 -6.98968
H 0.37964 -2.30815 -4.07247
C -0.60721 0.59142 5.86324
H -1.65830 3.65991 -0.03948
C -3.88788 2.45592 1.01757
H -5.44572 3.40228 2.14187
H 1.17254 -1.98319 4.58664
H -0.72623 3.18918 -1.48282
C 0.55167 -1.94548 -6.19858
C 3.34458 -4.30167 2.36921
P -1.84505 1.27959 -0.54404
C 2.38349 -5.26150 2.65854
S 3.68618 -2.06048 -2.90215
C -0.39661 0.53331 -5.72578
C -2.10092 -2.77366 -0.15026
H 3.18151 -0.13570 0.90102
H -3.53543 -4.27028 0.34310
C 1.62841 -2.62094 2.19746
```

***

Entry 2:
Below is a structure of composition C39H30F3FeN4O3Se4, with properties calculated with ωB97M-V with the def2-TZVPD basis set.

Its frontier orbital gap (alpha / beta) is 5.107 / 4.835 eV. The max |F| is 0.774 eV Å⁻¹. As for the net charge: -2. The spin multiplicity is 6. The expectation value of S² is 8.770. The value obtained for the highest occupied orbital energy (alpha / beta) is -1.33 / -1.10 eV. The total energy is -13118.08089 hartree.

Structure (XYZ):
```
84
C39H30F3FeN4O3Se4 | the OMol25 dataset | ωB97M-V with the def2-TZVPD basis set
C -2.75209 -2.69013 1.44143
C 4.35208 -3.39145 -0.66272
C -1.99043 -2.55516 -1.11858
H -3.08998 0.76999 -3.70400
C -2.78608 1.80700 -3.65231
H -4.27683 0.95934 0.98877
H 5.24695 -0.02100 -2.30412
C -1.13611 3.45921 -3.08545
N 2.03830 -2.62999 -0.40658
H -2.77049 -2.02734 3.37264
H -1.95136 1.04085 0.18293
O 0.41131 1.32437 0.22715
Fe 0.70457 -1.05220 -0.67373
C -3.64515 2.80778 -4.06240
C -1.12427 1.58222 2.08724
H -1.68639 -2.47919 -2.15439
H -0.96951 -1.48981 1.78159
N -3.48686 -3.34946 0.55755
C 3.27473 3.89715 2.01844
C -1.60404 -1.98471 1.05345
H -4.05815 -3.07210 2.93346
F -5.37360 5.13498 -3.63966
H 3.40748 -2.83710 1.89805
C 1.75571 -3.46127 0.68182
C 1.11428 2.82188 1.93602
H 6.98180 -1.78529 -2.09844
H 3.27488 6.00071 2.47227
C -2.16612 1.26478 1.22186
C 0.51744 4.04335 2.22595
C 2.67156 5.11314 2.32294
O 1.21664 0.39651 3.48421
C -1.51395 2.11241 -3.14615
H -0.04596 1.98938 -0.30353
C -3.48023 1.21268 1.67914
C 0.10561 0.21587 -2.24279
C -1.42090 1.83807 3.42864
H 0.80801 6.12959 2.63807
C -3.76832 1.47664 3.00867
H 4.35231 3.83303 1.92539
O 1.25244 -0.63912 1.47927
Se 0.61103 -5.82920 -5.07306
H 6.37879 -3.94846 -1.03708
Se 1.08536 -2.40004 -3.46366
C 5.00527 -0.96992 -1.83795
F -4.62700 5.09646 -5.65737
F -3.75335 6.44519 -4.21208
H 2.80125 -4.23452 3.83093
H 0.00840 -4.29265 -0.23326
H -0.15650 3.70786 -2.69750
H 2.97081 1.81600 1.58495
C 2.54046 -3.48317 1.84873
H -0.65058 -5.63809 1.72251
C 2.50314 2.76355 1.82858
C 3.35211 -2.40543 -0.76973
C -3.07952 -3.29547 -0.71536
C -2.72942 1.78948 3.88244
H -2.94298 1.99645 4.92488
C 3.72027 -1.18764 -1.36943
C 2.18448 -4.25764 2.93848
C 1.03389 -5.04278 2.91326
C 5.63608 -3.16280 -1.12712
H 4.09279 -4.35089 -0.23351
N -3.12318 -2.74584 2.76378
H -0.60668 2.04509 4.11091
H 0.75096 -5.63835 3.77356
C -4.23495 5.19817 -4.36653
Se 1.08475 -4.74673 -3.14364
C 1.29111 5.18402 2.42028
H -3.65367 -3.86678 -1.43399
H 2.97793 -0.39894 -1.44984
N -1.25702 -1.89728 -0.21171
C 0.31357 1.57045 1.61078
C -1.99730 4.46359 -3.49793
H -4.79177 1.43909 3.36396
C -3.25749 4.14130 -3.97763
C 0.25203 -5.03708 1.76716
C 1.00686 0.30895 2.27417
Se 1.80740 -1.93693 -5.52423
C 0.61096 -4.26734 0.66670
C 5.97917 -1.95340 -1.72340
H -0.56200 4.11009 2.28951
C -0.64404 1.08441 -2.66741
H -4.62866 2.56193 -4.44520
H -1.69203 5.49962 -3.43902
```

***

Entry 3:
Below is a structure of composition C39H31AsLiN2OS2, with properties calculated with ωB97M-V with the def2-TZVPD basis set.

For the energy above the lowest of the compared OMol25 structures with the same formula, charge and spin, the calculation gives 0.00 kJ/mol. Its frontier orbital gap is 7.321 eV. The max |F| is 1.366 eV Å⁻¹. As for the net charge: +1. The spin multiplicity is 1. The value obtained for the highest occupied orbital energy is -10.31 eV. The total energy is -4729.07936 hartree.

Structure (XYZ):
```
77
C39H31AsLiN2OS2 | the OMol25 dataset | ωB97M-V with the def2-TZVPD basis set
C -5.59945 4.64981 -2.60358
C -0.05832 1.01716 -2.41799
C 1.43677 -0.11345 2.01217
C 6.52548 -3.57395 -1.73674
C -0.41264 -1.51385 5.97075
C 1.16557 0.29038 -2.40900
N -1.15170 0.43699 -1.85578
H 2.10334 -2.11913 1.69929
C -3.73279 3.09323 -2.31122
H -6.21616 5.49063 -2.90305
C -1.72510 1.81473 2.24010
H -3.11971 0.64496 -1.32578
C -2.55640 -3.32469 -1.99550
C 2.30243 -1.56594 -1.74999
H -5.01440 2.59345 2.03627
H -1.28940 -3.60985 2.81301
H -3.23296 -2.53640 -1.69634
C -3.03261 -0.10939 1.62767
C -2.46250 2.39264 -2.39283
C 1.05361 2.85909 -3.57448
H 3.09557 2.64485 -3.93982
H -0.78468 2.20943 2.55237
C -0.53397 -1.71497 3.56728
C 3.76579 -0.81051 1.79917
H 5.21669 0.76381 1.95896
S 4.87259 -3.32682 -1.25056
C -4.10017 1.97989 1.98352
N 1.18856 -0.89622 -1.80893
C -0.94418 -2.78701 6.07672
H 4.52202 -1.58279 1.60390
C -4.19168 0.62876 1.65858
O -1.22240 -2.95180 -1.58613
C -1.26690 -3.52586 4.95640
H -1.02291 -3.20783 7.07846
H 7.90669 -2.45619 -3.01717
C -1.37283 2.94602 -2.99612
H 0.23951 0.00340 4.56548
C -2.28502 1.10306 -1.82158
H -1.66164 -4.51118 5.06722
C 4.73994 -1.87764 -2.20266
C 2.32923 0.89405 -2.93720
C 3.52130 -1.09508 -2.26345
H -2.58593 -3.42126 -3.07662
H 0.95606 3.85201 -4.02595
C 4.16318 0.50622 2.02637
C -5.96301 3.56926 -1.84269
C 2.22376 2.22109 -3.51268
H -2.80463 3.63087 2.50945
C 5.93075 -1.60888 -2.81381
S -4.00694 4.54132 -3.16937
H -3.13972 -1.15883 1.40560
H -2.92578 -4.26473 -1.59195
H 1.10525 1.95036 2.39138
H 4.43298 0.61182 -3.21848
Li -0.61314 -1.33527 -0.99253
H 7.00919 -4.44851 -1.36803
H -5.15638 0.14586 1.48165
C -0.16774 -0.99278 4.70725
H -1.45496 3.95014 -3.44925
H -0.10676 -0.96381 6.85553
H 2.20437 -2.52328 -1.25403
H -6.96828 3.43064 -1.44111
H 6.12342 -0.77024 -3.44977
H -4.99006 1.75614 -1.13846
C -0.12037 2.28924 -3.01093
C -2.88200 2.56258 2.24218
C 6.94508 -2.56867 -2.54806
H 3.51500 2.50337 2.38567
H -0.61725 -3.68683 -1.74413
C -1.07583 -2.98934 3.69962
C 2.42573 -1.10121 1.82792
C -1.78706 0.46673 1.90982
C 3.21701 1.48214 2.23917
C -4.89436 2.67186 -1.68441
C 3.52102 0.16852 -2.85365
C 1.85217 1.18153 2.23171
As -0.35939 -0.90384 1.80112
```